[1]
Formula: C54H108O66S20
Source: OMol25
Level of theory: the ωB97M-V functional and the def2-TZVPD basis

Cartesian coordinates (Å):
C: -26.217 0.506 10.872
C: -25.396 -0.327 11.820
O: -24.058 0.226 11.649
S: -24.154 1.669 10.918
O: -23.787 1.488 9.530
O: -23.549 2.583 11.860
O: -25.732 1.795 10.980
H: -27.184 0.632 11.321
H: -26.116 0.172 9.804
H: -25.346 -1.383 11.469
H: -25.585 -0.199 12.863
C: -27.599 -14.286 15.434
C: -26.197 -13.775 15.918
O: -25.967 -12.699 15.148
S: -26.469 -12.962 13.658
O: -25.381 -13.531 12.930
O: -27.188 -11.847 13.184
O: -27.466 -14.138 14.019
H: -28.493 -13.744 15.751
H: -27.681 -15.365 15.546
H: -25.443 -14.555 15.766
H: -26.133 -13.378 16.913
C: -21.576 -11.753 11.149
C: -22.987 -11.830 10.614
O: -23.902 -11.117 11.484
S: -23.137 -10.328 12.634
O: -23.810 -10.528 13.898
O: -22.890 -8.912 12.226
O: -21.723 -11.100 12.466
H: -20.869 -11.191 10.540
H: -21.347 -12.780 11.329
H: -23.351 -12.851 10.751
H: -23.064 -11.476 9.570
C: -25.266 -2.488 16.707
C: -24.042 -1.791 17.457
O: -24.378 -0.458 17.337
S: -24.904 -0.200 15.863
O: -23.874 -0.218 14.861
O: -25.831 0.876 15.952
O: -25.738 -1.545 15.814
H: -26.046 -2.690 17.479
H: -25.038 -3.404 16.167
H: -23.090 -1.995 16.974
H: -23.957 -2.002 18.548
C: -25.966 -7.292 12.460
C: -27.055 -8.209 12.867
O: -27.739 -7.463 13.920
S: -26.670 -6.624 14.696
O: -26.196 -7.387 15.898
O: -27.203 -5.317 14.813
O: -25.505 -6.655 13.650
H: -26.210 -6.457 11.797
H: -25.099 -7.856 12.117
H: -26.800 -9.180 13.222
H: -27.787 -8.373 12.048
C: -32.649 -9.995 14.440
C: -31.573 -9.348 13.527
O: -30.295 -9.807 13.979
S: -30.444 -10.580 15.318
O: -29.619 -10.000 16.314
O: -30.434 -11.987 15.055
O: -31.960 -10.250 15.615
H: -33.084 -10.905 14.021
H: -33.461 -9.319 14.643
H: -31.583 -8.225 13.583
H: -31.624 -9.551 12.454
C: -18.823 -5.038 18.206
C: -18.925 -4.034 17.011
O: -20.082 -3.280 17.293
S: -21.185 -4.282 17.916
O: -22.024 -4.777 16.875
O: -21.627 -3.503 19.037
O: -20.220 -5.455 18.383
H: -18.530 -4.533 19.139
H: -18.258 -5.939 17.998
H: -19.014 -4.518 16.053
H: -18.108 -3.320 17.010
C: -29.836 -9.428 6.705
C: -29.251 -8.306 7.564
O: -30.386 -7.813 8.256
S: -31.193 -9.186 8.740
O: -32.550 -8.851 8.750
O: -30.551 -9.598 9.932
O: -30.796 -10.064 7.517
H: -29.102 -10.157 6.478
H: -30.354 -9.139 5.791
H: -28.832 -7.442 7.118
H: -28.557 -8.695 8.332
C: -20.277 -7.857 10.785
C: -19.094 -7.138 10.068
O: -18.447 -8.176 9.307
S: -19.631 -9.150 8.716
O: -19.205 -10.513 8.754
O: -20.103 -8.517 7.560
O: -20.592 -8.931 9.910
H: -21.121 -7.234 11.052
H: -19.896 -8.310 11.708
H: -18.537 -6.769 10.951
H: -19.455 -6.285 9.493
C: -21.358 -14.321 15.568
C: -22.557 -13.411 15.519
O: -22.880 -13.439 14.110
S: -22.644 -14.965 13.638
O: -21.818 -14.822 12.410
O: -23.800 -15.807 13.710
O: -21.788 -15.419 14.827
H: -21.160 -14.765 16.525
H: -20.486 -13.868 15.079
H: -22.280 -12.405 15.808
H: -23.376 -13.808 16.127
C: -27.156 -5.770 20.121
C: -27.172 -5.906 18.605
O: -26.041 -5.085 18.244
S: -24.952 -5.106 19.338
O: -24.858 -3.757 19.794
O: -23.882 -5.895 18.789
O: -25.774 -5.919 20.380
H: -27.679 -6.571 20.635
H: -27.575 -4.814 20.508
H: -27.983 -5.509 18.043
H: -27.039 -6.948 18.190
C: -33.104 -4.290 14.684
C: -32.246 -3.317 13.730
O: -30.901 -3.694 14.115
S: -30.767 -5.179 14.494
O: -29.994 -5.229 15.678
O: -30.498 -5.940 13.325
O: -32.254 -5.457 14.827
H: -33.990 -4.702 14.187
H: -33.334 -3.800 15.677
H: -32.306 -2.317 14.104
H: -32.462 -3.397 12.638
C: -22.397 -7.337 15.358
C: -22.167 -7.960 16.692
O: -20.772 -8.325 16.814
S: -20.029 -7.935 15.471
O: -19.957 -9.081 14.594
O: -18.951 -7.083 15.902
O: -21.107 -6.972 14.855
H: -22.987 -6.470 15.522
H: -22.888 -7.996 14.622
H: -22.682 -8.888 16.873
H: -22.379 -7.264 17.483
C: -23.918 -8.062 7.149
C: -23.250 -7.409 8.329
C: -24.252 -6.553 9.083
S: -25.887 -7.299 8.687
O: -26.707 -6.251 8.153
O: -26.477 -8.013 9.827
C: -25.343 -8.579 7.567
H: -23.343 -8.940 6.846
H: -24.012 -7.363 6.320
H: -22.394 -6.856 7.993
H: -22.944 -8.221 8.970
H: -24.215 -5.524 8.649
H: -24.092 -6.413 10.171
H: -26.082 -8.674 6.714
H: -25.454 -9.531 8.024
C: -22.024 -2.543 13.730
C: -21.174 -2.188 12.488
C: -22.068 -2.615 11.326
S: -22.757 -4.201 11.856
O: -21.848 -5.243 11.465
O: -24.173 -4.281 11.502
C: -22.568 -3.958 13.582
H: -22.879 -1.973 13.991
H: -21.350 -2.506 14.602
H: -20.296 -2.737 12.553
H: -20.971 -1.106 12.453
H: -21.610 -2.839 10.370
H: -22.896 -1.963 11.234
H: -21.871 -4.723 13.940
H: -23.539 -4.074 14.076
C: -29.348 -0.463 15.484
C: -28.891 -1.664 16.390
C: -30.135 -2.134 17.202
S: -31.431 -0.931 16.986
O: -32.064 -0.467 18.196
O: -32.331 -1.504 15.991
C: -30.394 0.338 16.241
H: -29.779 -0.958 14.587
H: -28.512 0.200 15.231
H: -28.016 -1.401 17.006
H: -28.504 -2.470 15.728
H: -29.851 -2.257 18.216
H: -30.552 -3.095 16.880
H: -29.924 0.841 17.096
H: -31.080 1.065 15.761
C: -26.423 -9.977 18.032
C: -25.802 -9.721 19.446
C: -24.591 -10.600 19.678
S: -23.977 -11.216 18.033
O: -24.306 -12.615 17.843
O: -22.631 -10.786 17.852
C: -25.224 -10.089 17.118
H: -27.063 -9.109 17.805
H: -27.003 -10.864 17.909
H: -26.557 -9.697 20.229
H: -25.487 -8.674 19.352
H: -24.806 -11.399 20.333
H: -23.856 -9.949 20.199
H: -25.362 -10.619 16.183
H: -24.730 -9.106 17.039
C: -28.307 -14.104 8.431
C: -28.250 -13.729 9.925
C: -27.775 -12.282 9.945
S: -26.820 -12.051 8.465
O: -25.417 -11.816 8.606
O: -27.534 -11.186 7.573
C: -26.963 -13.800 7.809
H: -29.154 -13.434 8.148
H: -28.664 -15.139 8.292
H: -27.698 -14.407 10.531
H: -29.282 -13.759 10.352
H: -27.114 -12.127 10.776
H: -28.605 -11.573 9.936
H: -26.112 -14.323 8.241
H: -26.907 -13.639 6.739
C: -29.616 -4.786 9.901
C: -28.391 -5.356 10.578
C: -27.284 -4.271 10.622
S: -28.097 -2.670 10.571
O: -27.827 -2.049 9.333
O: -27.774 -1.989 11.781
C: -29.739 -3.348 10.497
H: -30.519 -5.267 10.243
H: -29.463 -4.768 8.823
H: -28.093 -6.291 10.136
H: -28.579 -5.478 11.688
H: -26.629 -4.306 9.782
H: -26.763 -4.377 11.572
H: -30.442 -2.757 9.899
H: -30.081 -3.335 11.543
C: -31.642 -7.321 20.458
C: -30.581 -7.639 19.390
C: -31.046 -6.902 18.138
S: -31.417 -5.270 18.804
O: -32.347 -4.557 17.957
O: -30.123 -4.682 19.040
C: -32.230 -5.862 20.307
H: -31.203 -7.558 21.400
H: -32.524 -7.975 20.291
H: -30.357 -8.706 19.255
H: -29.675 -7.116 19.778
H: -31.988 -7.257 17.743
H: -30.259 -6.912 17.339
H: -33.269 -5.908 20.082
H: -32.048 -5.140 21.097

Summary:
net charge: 0
multiplicity: 1
frontier orbital gap: 0.370 Eh
lowest unoccupied orbital energy: -0.0043 Eh
energy: -15051.57235 hartree
max |F|: 3.93 eV/Å
E_HOMO: -0.3738 Eh


[2]
Formula: C34H22Br4N8O9Ti
Source: OMol25
Level of theory: the ωB97M-V functional and the def2-TZVPD basis

Cartesian coordinates (Å):
Ti: 8.661 -14.839 -5.783
C: 11.624 -12.391 -6.558
C: 11.651 -12.928 -5.176
C: 12.887 -13.147 -4.503
C: 12.840 -13.883 -3.265
C: 11.650 -13.895 -2.552
C: 10.499 -13.365 -3.174
N: 10.473 -13.219 -4.561
C: 9.277 -13.176 -2.358
C: 9.343 -13.308 -0.919
C: 8.199 -13.092 -0.173
C: 7.043 -12.756 -0.855
C: 7.016 -12.652 -2.228
N: 8.164 -12.841 -2.952
C: 5.769 -12.260 -2.875
C: 4.656 -11.891 -2.078
C: 3.450 -11.650 -2.783
C: 3.416 -11.792 -4.135
C: 4.579 -12.148 -4.862
C: 4.574 -12.187 -6.384
N: 5.729 -12.407 -4.219
H: 10.941 -11.527 -6.643
H: 12.605 -12.075 -6.895
H: 11.358 -13.249 -7.192
H: 13.798 -12.803 -4.936
H: 13.681 -14.424 -2.861
H: 11.574 -14.356 -1.571
H: 10.302 -13.409 -0.438
H: 8.096 -12.927 0.870
H: 6.106 -12.686 -0.219
H: 4.699 -11.541 -1.062
H: 2.538 -11.314 -2.240
H: 2.555 -11.499 -4.722
H: 5.488 -11.719 -6.741
H: 4.475 -13.245 -6.763
H: 3.646 -11.639 -6.744
O: 7.537 -11.520 -7.668
C: 8.164 -12.554 -7.521
O: 8.219 -13.081 -6.277
C: 8.846 -13.226 -8.630
C: 8.837 -12.626 -9.956
C: 9.521 -13.243 -10.990
C: 10.038 -14.530 -10.869
C: 10.017 -15.071 -9.611
C: 9.497 -14.450 -8.455
O: 9.774 -15.004 -7.239
N: 10.726 -16.379 -9.478
O: 10.474 -17.306 -8.653
O: 11.550 -16.474 -10.393
N: 9.819 -12.445 -12.137
O: 10.632 -12.859 -12.952
O: 9.164 -11.366 -12.250
H: 8.325 -11.677 -10.087
H: 10.372 -15.022 -11.793
Br: 2.388 -17.272 -7.359
C: 4.025 -16.842 -6.432
C: 4.122 -17.216 -5.074
Br: 3.022 -18.454 -4.174
C: 5.137 -16.581 -4.347
Br: 5.408 -16.616 -2.519
C: 6.222 -15.946 -4.984
O: 7.238 -15.305 -4.463
C: 6.214 -15.908 -6.466
O: 7.375 -15.620 -7.018
C: 5.028 -16.132 -7.108
Br: 4.887 -15.466 -8.872
N: 10.361 -17.010 -1.312
C: 10.613 -16.973 -2.656
C: 9.547 -16.622 -3.503
N: 9.779 -16.318 -4.795
C: 11.013 -16.704 -5.311
C: 12.028 -17.134 -4.419
N: 11.828 -17.274 -3.097
H: 9.388 -17.198 -1.080
H: 11.001 -17.628 -0.799
H: 8.602 -16.307 -3.047
H: 11.108 -16.600 -6.407
H: 13.032 -17.374 -4.760

Summary:
net charge: -2
multiplicity: 3
energy above the lowest of the compared OMol25 structures with the same formula, charge and spin: 2.483 eV
frontier orbital gap (spin up / spin down): 0.111 / 0.215 Eh
lowest unoccupied orbital energy (spin up / spin down): 0.1206 / 0.1212 Eh
energy: -13569.57688 hartree
max |F|: 4.98 eV/Å
expectation value of S²: 2.028
E_HOMO (spin up / spin down): 0.0101 / -0.0939 Eh